# 1
{"formula": "C9H14", "method": "wB97M-V/def2-TZVPD", "species": ["C", "C", "C", "C", "C", "C", "C", "H", "H", "H", "H", "H", "H", "H", "H", "C", "C", "H", "H", "H", "H", "H", "H"], "positions_angstrom": [[0.891915, -0.975669, -2.389729], [1.190257, 0.148081, -1.400107], [2.354546, 0.192927, -0.643595], [2.439867, 1.171780, 0.336801], [1.394291, 2.013834, 0.658662], [0.347374, 2.057953, -0.259518], [0.172686, 1.112222, -1.246543], [0.102704, -0.850052, -3.118048], [0.839034, -1.967635, -1.936617], [1.868753, -0.978538, -2.879057], [3.147929, -0.511954, -0.830607], [3.391224, 1.274279, 0.866957], [1.410116, 2.629294, 1.546077], [-0.357905, 2.820577, 0.079632], [-0.705586, 1.208055, -1.864114], [-2.996925, -1.293201, 1.295039], [-1.696701, -0.984342, 2.069866], [-3.312914, -0.533783, 0.577717], [-2.819058, -2.135064, 0.612198], [-3.735368, -1.474721, 2.056399], [-2.025149, -0.955640, 3.090635], [-1.012711, -0.272777, 1.606050], [-0.888383, -1.695632, 1.771893]], "atomic_forces_ev_per_a": [[2.35, 0.11, 0.36], [-2.55, -0.55, -0.63], [-0.98, 0.67, -0.31], [1.42, -0.31, 0.87], [0.43, -0.46, -1.27], [-0.64, 0.79, 2.29], [1.21, 0.57, 0.55], [-0.17, 0.38, 0.13], [-0.32, 0.17, 0.25], [-0.21, -0.57, -0.92], [0.18, -0.04, 0.04], [-0.36, -0.24, 0.15], [0.12, 0.26, -0.20], [-0.52, -0.30, -1.01], [-0.01, -0.50, -0.27], [1.22, 0.01, -1.10], [0.92, -1.04, -2.38], [-0.14, 0.46, 0.52], [-0.43, -0.27, 0.58], [-0.70, -0.33, -0.33], [1.24, 0.45, 0.65], [-1.03, 1.88, 0.71], [-1.05, -1.12, 1.33]], "lumo_ha": 0.0353, "e_above_lowest_ev": 1.589, "homo_lumo_gap_ev": 9.95, "e_homo_ev": -8.98, "e_tot_ha": -351.2718, "smiles": "Cc1ccccc1.CC"}

# 2
{"formula": "C9H14", "method": "wB97M-V/def2-TZVPD", "species": ["C", "C", "C", "C", "C", "C", "C", "H", "H", "H", "H", "H", "H", "H", "H", "C", "C", "H", "H", "H", "H", "H", "H"], "positions_angstrom": [[0.477562, 2.982035, 0.222617], [1.085082, 1.692539, -0.200976], [1.021850, 0.547081, 0.581172], [1.445659, -0.715092, 0.150587], [1.999191, -0.808388, -1.105200], [2.132101, 0.332349, -1.906399], [1.607197, 1.544428, -1.485098], [-0.607996, 2.937443, 0.313941], [0.710260, 3.723932, -0.549081], [0.886464, 3.416408, 1.133390], [0.650968, 0.658528, 1.594423], [1.346822, -1.536330, 0.844079], [2.427336, -1.716935, -1.510471], [2.555086, 0.099636, -2.875673], [1.639537, 2.387787, -2.165702], [-1.725681, -1.665078, 0.752421], [-3.138648, -2.214013, 0.961967], [-1.643841, -0.599190, 0.940417], [-0.980459, -2.176795, 1.367363], [-1.437401, -1.907172, -0.270169], [-3.239442, -3.210297, 0.546440], [-3.879485, -1.495814, 0.620509], [-3.332166, -2.277057, 2.039432]], "atomic_forces_ev_per_a": [[0.22, 1.02, -0.38], [-0.17, -0.95, -0.48], [0.07, -0.13, 0.57], [-0.12, 1.01, 0.38], [0.64, 0.22, -0.42], [-0.64, -1.09, 0.35], [0.55, 0.08, -0.42], [0.02, -0.13, 0.07], [-0.23, 0.00, 0.05], [0.02, -0.33, 0.26], [-0.15, -0.12, 0.01], [0.09, -0.23, -0.18], [-0.22, -0.22, 0.25], [0.03, 0.79, -0.16], [-0.01, 0.10, 0.10], [-0.03, -0.77, -0.38], [0.43, 0.62, 1.31], [-0.03, 0.07, -0.11], [-0.18, 0.03, 0.16], [0.20, 0.50, -0.15], [-0.28, 0.03, -0.22], [-0.15, -0.29, -0.54], [-0.04, -0.22, -0.08]], "lumo_ha": 0.0366, "e_above_lowest_ev": 0.354, "homo_lumo_gap_ev": 10.05, "e_homo_ev": -9.05, "e_tot_ha": -351.3172, "smiles": "Cc1ccccc1.CC"}

# 3
{"formula": "C9H14", "method": "wB97M-V/def2-TZVPD", "species": ["C", "C", "C", "C", "C", "C", "C", "H", "H", "H", "H", "H", "H", "H", "H", "C", "C", "H", "H", "H", "H", "H", "H"], "positions_angstrom": [[1.941725, 1.190806, -3.316899], [1.234300, 0.465016, -2.218432], [-0.136897, 0.451985, -2.072083], [-0.753817, -0.343801, -1.088210], [0.012042, -1.103859, -0.251138], [1.397112, -1.102125, -0.362644], [2.006646, -0.363002, -1.363470], [3.022305, 1.109257, -3.201565], [1.640323, 2.233715, -3.421260], [1.758541, 0.741621, -4.299820], [-0.765542, 1.055795, -2.709630], [-1.821332, -0.314483, -0.913046], [-0.417166, -1.854250, 0.400866], [2.044068, -1.648805, 0.311831], [3.087917, -0.338155, -1.366732], [-1.255519, 0.456463, 2.896492], [-2.222471, -0.442603, 3.636835], [-0.519988, -0.174401, 2.387132], [-1.789881, 0.967437, 2.109924], [-0.664261, 1.168778, 3.469087], [-2.898847, 0.062033, 4.334870], [-1.890047, -1.382194, 4.075135], [-3.009210, -0.835228, 2.962757]], "atomic_forces_ev_per_a": [[0.11, 0.10, -0.69], [0.94, -1.13, 0.22], [-0.65, -0.21, 0.59], [0.04, 0.82, -0.39], [0.62, -1.27, 0.30], [0.39, 0.32, -0.53], [-0.73, 0.79, 0.45], [-0.01, 0.30, 0.21], [0.11, 0.05, 0.20], [-0.25, -0.11, 0.15], [0.01, 0.13, -0.14], [-0.08, -0.03, -0.38], [-0.31, 0.40, 0.34], [-0.25, -0.23, 0.05], [0.06, 0.04, -0.40], [0.61, -0.87, -0.35], [-2.05, -0.47, -0.12], [-0.03, 0.12, -0.05], [-0.06, 0.44, -0.15], [-0.33, 0.00, 0.33], [0.61, 0.20, 0.38], [0.72, 0.38, 0.35], [0.53, 0.22, -0.38]], "lumo_ha": 0.0383, "e_above_lowest_ev": 0.494, "homo_lumo_gap_ev": 10.09, "e_homo_ev": -9.05, "e_tot_ha": -351.3120, "smiles": "Cc1ccccc1.CC"}

# 4
{"formula": "C9H14", "method": "wB97M-V/def2-TZVPD", "species": ["C", "C", "C", "C", "C", "C", "C", "H", "H", "H", "H", "H", "H", "H", "H", "C", "C", "H", "H", "H", "H", "H", "H"], "positions_angstrom": [[0.473777, -1.126476, 1.822440], [0.127436, 0.111263, 1.107766], [0.729599, 1.263838, 1.608708], [0.148427, 2.521681, 1.115265], [-0.750098, 2.535624, 0.032697], [-1.098766, 1.289025, -0.521088], [-0.751018, 0.050906, 0.044332], [0.610136, -0.842384, 3.072552], [1.592013, -1.291211, 1.526619], [-0.057116, -2.164137, 1.794869], [1.538177, 1.299507, 2.215900], [0.677429, 3.450213, 1.489993], [-1.235323, 3.505154, -0.510458], [-1.717433, 1.230968, -1.313948], [-1.084628, -0.775204, -0.318579], [-0.370856, -2.464628, -2.338516], [1.108474, -2.463151, -2.003217], [-0.793726, -3.304132, -2.970403], [-1.109706, -2.720607, -1.578226], [-0.639187, -1.406011, -2.714551], [1.546876, -2.175707, -3.008088], [1.431100, -3.396667, -1.528981], [1.539525, -1.718284, -1.367027]], "atomic_forces_ev_per_a": [[3.34, -1.91, 3.98], [-0.22, -1.05, 0.97], [-4.91, 2.92, -4.18], [2.46, -0.54, 0.28], [-0.74, 0.79, -0.97], [1.23, -0.13, 2.62], [2.31, 7.40, 2.06], [-0.59, -1.03, -3.56], [-1.75, -0.35, 0.61], [0.54, 2.31, -0.48], [2.03, -0.19, 2.17], [-1.15, -0.96, -0.45], [1.56, -2.33, 1.76], [-2.05, 0.22, -2.72], [-2.05, -5.13, -2.07], [-2.08, 0.87, -0.14], [0.23, -0.50, -1.70], [1.50, 1.13, -0.57], [0.45, 0.72, 1.20], [0.05, -1.91, 0.18], [0.33, -1.15, 1.12], [0.22, -0.12, -0.82], [-0.69, 0.93, 0.71]], "lumo_ha": 0.0357, "e_above_lowest_ev": 3.043, "homo_lumo_gap_ev": 9.78, "e_homo_ev": -8.81, "e_tot_ha": -351.2183, "smiles": "Cc1ccccc1.CC"}

# 5
{"formula": "C9H14", "method": "wB97M-V/def2-TZVPD", "species": ["C", "C", "C", "C", "C", "C", "C", "H", "H", "H", "H", "H", "H", "H", "H", "C", "C", "H", "H", "H", "H", "H", "H"], "positions_angstrom": [[1.590484, -1.070408, -1.274991], [1.379163, -0.557998, 0.140880], [2.114391, 0.430459, 0.789120], [1.547667, 0.967494, 1.983586], [0.300597, 0.655981, 2.352432], [-0.368138, -0.384143, 1.766653], [0.306076, -1.124291, 0.749683], [0.774622, -1.608791, -1.702615], [2.323884, -1.789134, -1.420353], [1.899200, -0.224109, -1.849178], [3.074681, 0.942700, 0.393863], [2.281508, 1.616495, 2.642362], [-0.164647, 1.231011, 3.080763], [-1.271594, -0.673759, 2.231838], [-0.242581, -2.011918, 0.175762], [-1.392069, 0.734433, -1.589660], [-2.454591, 0.033991, -0.866524], [-0.457723, 0.790518, -1.311075], [-1.056240, 0.523307, -2.552181], [-1.713435, 1.804216, -1.635268], [-2.841677, 0.690741, -0.150366], [-2.234864, -0.943106, -0.417317], [-3.394722, -0.033697, -1.537413]], "atomic_forces_ev_per_a": [[0.38, 1.20, 0.76], [1.15, -0.86, -1.45], [0.53, 1.47, 0.57], [4.99, 1.31, -0.66], [-0.83, -0.43, 0.05], [1.59, -1.69, -0.88], [-4.15, -0.71, 0.33], [-1.22, 0.40, -0.13], [2.12, -1.25, 0.34], [-0.09, 0.48, -0.90], [-1.71, -1.32, 0.51], [-1.99, -0.91, -1.49], [-0.79, 0.72, 1.54], [-1.03, -0.48, -0.09], [1.21, 1.99, 1.61], [-3.14, 2.93, -1.50], [-2.25, -1.73, -1.53], [4.72, 0.08, 3.58], [-1.02, -1.22, -2.57], [0.32, -0.57, -0.23], [-0.23, 0.74, 1.72], [-0.07, 0.31, -0.29], [1.50, -0.45, 0.72]], "lumo_ha": 0.0372, "e_above_lowest_ev": 2.531, "homo_lumo_gap_ev": 10.09, "e_homo_ev": -9.08, "e_tot_ha": -351.2372, "smiles": "Cc1ccccc1.CC"}

# 6
{"formula": "C9H14", "method": "wB97M-V/def2-TZVPD", "species": ["C", "C", "C", "C", "C", "C", "C", "H", "H", "H", "H", "H", "H", "H", "H", "C", "C", "H", "H", "H", "H", "H", "H"], "positions_angstrom": [[-1.129915, -3.282266, 1.454220], [-0.337024, -2.107087, 1.002500], [0.336018, -2.182288, -0.217371], [1.276862, -1.247127, -0.562065], [1.461435, -0.118259, 0.269803], [0.705650, 0.038326, 1.398697], [-0.151664, -0.991147, 1.805529], [-0.485925, -4.146374, 1.616711], [-1.863818, -3.695420, 0.768317], [-1.659039, -3.214099, 2.406594], [0.183949, -3.089399, -0.789348], [1.850490, -1.227608, -1.479534], [2.205247, 0.610876, 0.004424], [0.563940, 0.950497, 1.958976], [-0.649248, -0.970200, 2.760559], [-0.254056, 2.507967, -1.029399], [-0.373846, 3.633225, -2.082876], [0.290634, 1.640346, -1.401809], [0.327134, 2.840717, -0.174404], [-1.268153, 2.334058, -0.679829], [-0.972601, 3.264852, -2.906453], [-0.656594, 4.566963, -1.607447], [0.600525, 3.883447, -2.515795]], "atomic_forces_ev_per_a": [[-0.43, -1.31, 0.61], [0.12, 0.20, 0.27], [0.13, -0.71, 0.14], [0.28, 1.53, 0.48], [0.11, -0.54, -0.62], [-1.33, -0.39, 0.70], [0.12, -0.44, -0.60], [0.43, 0.00, -0.02], [-0.14, 0.46, -0.52], [0.09, 0.67, -0.01], [0.02, 0.13, -0.33], [-0.07, -0.56, -0.06], [0.03, 0.32, -0.19], [0.92, 0.26, 0.08], [-0.22, 0.30, 0.13], [0.20, 1.10, -0.31], [1.48, -0.58, 0.35], [-0.62, -0.16, -0.11], [0.05, 0.19, 0.20], [0.08, -0.74, 0.11], [-0.53, 0.51, -0.06], [-0.80, 0.00, -0.22], [0.08, -0.25, -0.01]], "lumo_ha": 0.0377, "e_above_lowest_ev": 0.589, "homo_lumo_gap_ev": 9.99, "e_homo_ev": -8.97, "e_tot_ha": -351.3086, "smiles": "Cc1ccccc1.CC"}

# 7
{"formula": "C9H14", "method": "wB97M-V/def2-TZVPD", "species": ["C", "C", "C", "C", "C", "C", "C", "H", "H", "H", "H", "H", "H", "H", "H", "C", "C", "H", "H", "H", "H", "H", "H"], "positions_angstrom": [[-0.950464, 0.203880, -0.492063], [0.020261, 1.316857, -0.176156], [1.286880, 1.334705, -0.750849], [2.249067, 2.221499, -0.318172], [1.943657, 3.174492, 0.666715], [0.677625, 3.177898, 1.198470], [-0.268126, 2.218656, 0.843230], [-1.230407, -0.336707, 0.416085], [-0.499992, -0.564040, -1.111505], [-1.882460, 0.596701, -0.888991], [1.519130, 0.654402, -1.560904], [3.249656, 2.268310, -0.736973], [2.728540, 3.847342, 0.988353], [0.333578, 3.934183, 1.893852], [-1.256321, 2.294305, 1.277774], [-1.326364, -3.335207, -0.838374], [-0.626532, -3.234154, 0.522889], [-1.003124, -2.567111, -1.536319], [-1.175110, -4.321054, -1.271523], [-2.411028, -3.221448, -0.759840], [-0.569148, -4.215262, 0.990200], [-1.200714, -2.597988, 1.192094], [0.391406, -2.850254, 0.452018]], "atomic_forces_ev_per_a": [[-0.01, 0.09, 0.47], [-0.12, -0.84, 0.72], [0.05, -0.04, -0.24], [0.22, 1.03, 0.48], [0.51, -0.71, -0.59], [-0.90, 0.15, 0.50], [0.38, 0.65, -0.77], [0.07, 0.21, 0.13], [-0.09, 0.22, -0.47], [-0.05, -0.12, -0.41], [-0.02, -0.14, 0.07], [-0.16, -0.32, -0.14], [-0.22, 0.17, 0.03], [0.38, 0.05, 0.18], [-0.04, -0.29, 0.06], [-0.23, -0.11, 0.12], [-0.29, -0.09, -0.13], [0.14, -0.11, -0.09], [0.20, 0.04, -0.25], [0.07, 0.01, 0.20], [0.00, -0.04, 0.08], [0.14, 0.14, 0.12], [-0.05, 0.04, -0.05]], "lumo_ha": 0.0379, "e_above_lowest_ev": 0.304, "homo_lumo_gap_ev": 10.05, "e_homo_ev": -9.02, "e_tot_ha": -351.3190, "smiles": "Cc1ccccc1.CC"}

# 8
{"formula": "C9H14", "method": "wB97M-V/def2-TZVPD", "species": ["C", "C", "C", "C", "C", "C", "C", "C", "C", "H", "H", "H", "H", "H", "H", "H", "H", "H", "H", "H", "H", "H", "H"], "positions_angstrom": [[-1.210715, -0.856288, 1.353464], [-1.280000, -0.227702, -0.177359], [-2.763834, -0.010629, -0.527676], [-0.386294, 0.854620, -0.591468], [1.015063, 0.975518, -0.081073], [1.389162, 2.403867, -0.020000], [1.870646, -0.060513, 0.426725], [2.041497, -1.530822, -0.078243], [1.248521, -2.281174, -0.865191], [-0.410249, -0.467546, 2.156453], [-2.262988, -0.789891, 1.805322], [-0.838418, -1.812157, 1.071195], [-2.568648, 0.071610, -1.817313], [-2.969466, 1.264288, 0.115242], [-3.646589, -0.983216, -0.127084], [-0.686480, 1.488651, -1.371869], [0.795616, 3.307929, 0.600659], [2.461743, 2.517773, -0.062441], [1.165164, 2.725996, -1.168041], [2.511423, 0.530704, 1.301120], [3.119969, -2.085879, 0.287268], [1.630918, -3.357626, -1.201729], [-0.226037, -1.677503, -1.027970]], "atomic_forces_ev_per_a": [[0.87, 1.71, -0.53], [0.83, 4.44, 3.45], [-0.32, 0.84, -1.35], [0.04, -5.65, 1.78], [-0.97, -2.74, 1.35], [-1.10, 3.51, -2.40], [-0.79, 2.65, 0.15], [2.12, 0.19, 1.57], [-2.40, -0.08, 0.43], [-1.67, -0.28, -2.25], [1.65, -0.47, -0.79], [-0.30, -1.51, 0.73], [-1.90, 0.06, 3.72], [-0.13, -4.26, -2.30], [3.04, 3.42, -1.48], [-0.49, 0.89, -0.98], [1.57, -2.92, -1.23], [0.35, 0.33, 0.90], [0.29, -0.35, 2.43], [-0.68, -2.48, -2.63], [-3.04, 1.87, -1.12], [-1.27, 2.62, 0.49], [4.32, -1.81, 0.05]], "lumo_ha": -0.0197, "e_above_lowest_ev": 11.045, "homo_lumo_gap_ev": 7.26, "e_homo_ev": -7.80, "e_tot_ha": -350.9243}